The following is a DFT calculation (ωB97M-V with the def2-TZVPD basis set) of a cluster of 6 separate species, C20H26Br8F2 in total in a non-equilibrium geometry.

XYZ file:
```
56
C20H26Br8F2 (ωB97M-V with the def2-TZVPD basis set)
F 2.343 0.734 -1.128
C 3.091 -0.325 -1.497
C 4.336 -0.494 -0.926
C 5.128 -1.554 -1.318
C 4.638 -2.471 -2.256
C 3.396 -2.271 -2.842
C 2.634 -1.155 -2.504
H 4.648 0.252 -0.204
H 6.035 -1.814 -0.789
H 5.247 -3.344 -2.449
H 3.059 -2.954 -3.611
H 1.681 -0.936 -2.969
F -1.070 3.257 -3.386
C -1.790 2.126 -3.231
C -1.656 1.127 -4.177
C -2.425 -0.005 -4.045
C -3.317 -0.134 -2.984
C -3.456 0.898 -2.064
C -2.701 2.052 -2.197
H -0.982 1.284 -5.009
H -2.322 -0.819 -4.751
H -3.958 -1.003 -2.920
H -4.181 0.804 -1.266
H -2.797 2.851 -1.474
Br 2.679 -0.750 2.414
C 2.831 -2.686 2.184
C 2.453 -3.039 0.766
Br 2.751 -4.927 0.480
H 2.201 -3.137 2.941
H 3.877 -2.899 2.374
H 3.069 -2.512 0.046
H 1.405 -2.855 0.544
Br 1.028 6.100 -0.261
C -0.869 6.293 0.149
C -1.180 5.472 1.370
Br -3.126 5.520 1.666
H -1.392 5.938 -0.732
H -1.069 7.349 0.294
H -0.746 5.860 2.283
H -0.959 4.424 1.226
Br -0.709 1.627 0.785
C -0.221 -0.094 0.024
C -1.361 -1.070 0.227
Br -1.084 -2.580 -0.948
H 0.665 -0.400 0.565
H 0.029 0.084 -1.017
H -2.323 -0.608 0.039
H -1.311 -1.465 1.235
Br -3.299 -2.327 2.966
C -2.926 -2.646 4.855
C -2.648 -1.314 5.491
Br -2.103 -1.600 7.330
H -2.049 -3.282 4.893
H -3.804 -3.131 5.262
H -3.533 -0.689 5.549
H -1.857 -0.762 4.996
```

Results
Spin multiplicity: 1
Frontier orbital gap: 9.64 eV
Highest occupied orbital energy: -9.3 eV
Largest force on an atom: 1.1 eV Å⁻¹
Total charge: 0
E_LUMO: 0.012 Eh
SMILES string: Fc1ccccc1.Fc1ccccc1.BrCCBr.BrCCBr.BrCCBr.BrCCBr